Entry 1:
{
  "formula": "C3H9NO2",
  "method": "ωB97M-V with the def2-TZVPD basis set",
  "largest_force_ha_per_bohr": 0.087,
  "e_homo_ha": -0.328,
  "smiles": "CC(=O)O.CN",
  "lumo_energy_ev": 0.890,
  "energy_ha": -324.91515,
  "e_above_lowest_kcal_mol": 36.06,
  "species": ["C", "C", "O", "O", "H", "H", "H", "H", "C", "N", "H", "H", "H", "H", "H"],
  "positions_angstrom": [[-2.43843, -0.14760, 1.31485], [-1.23104, 0.13236, 0.48740], [-0.88297, 1.09237, -0.12090], [-0.57357, -1.10720, 0.38808], [-3.02009, -0.93659, 0.86309], [-3.00228, 0.77021, 1.28010], [-2.18638, -0.49953, 2.35784], [0.13059, -1.14044, -0.20223], [2.09650, 0.00297, -0.50347], [1.40706, 0.33478, -1.72389], [2.47352, 0.96863, 0.15441], [3.06665, -0.54148, -0.52975], [1.56535, -0.55936, 0.27855], [0.60309, 1.02562, -1.54428], [1.99201, 0.60525, -2.49978]],
  "lowdin_charge": [0.007, -0.512, 0.107, 0.049, 0.086, 0.081, 0.116, 0.019, -0.245, -0.071, 0.113, 0.072, 0.039, 0.082, 0.056]
}

=====

Entry 2:
{
  "formula": "C3H9NO2",
  "method": "ωB97M-V with the def2-TZVPD basis set",
  "largest_force_ha_per_bohr": 0.048,
  "e_homo_ha": -0.338,
  "smiles": "CC(=O)O.CN",
  "lumo_energy_ev": 0.687,
  "energy_ha": -324.91384,
  "e_above_lowest_kcal_mol": 36.88,
  "species": ["C", "C", "O", "O", "H", "H", "H", "H", "C", "N", "H", "H", "H", "H", "H"],
  "positions_angstrom": [[-0.19988, -0.73709, 2.30616], [0.72546, 0.36831, 1.91839], [0.68899, 1.52779, 2.18906], [1.92992, -0.18989, 1.44097], [-0.66099, -0.40659, 3.23585], [0.46254, -1.57288, 2.52587], [-0.92369, -1.03241, 1.55924], [2.38559, 0.13642, 0.69217], [-1.08215, 0.18329, -2.51562], [0.00692, 0.60670, -1.68201], [-1.68196, 0.96447, -3.00779], [-1.90258, -0.36260, -2.04953], [-0.76593, -0.39803, -3.40141], [0.75963, 0.96457, -2.23298], [0.25811, -0.05205, -0.97837]],
  "lowdin_charge": [0.011, -0.535, 0.125, 0.038, 0.092, 0.087, 0.085, 0.078, -0.223, -0.049, 0.065, 0.066, 0.065, 0.058, 0.035]
}

=====

Entry 3:
{
  "formula": "C3H9NO2",
  "method": "ωB97M-V with the def2-TZVPD basis set",
  "multiplicity": 2,
  "charge": 1,
  "s_squared": 0.754,
  "largest_force_ha_per_bohr": 0.075,
  "e_homo_ha": [-0.548, -0.548],
  "lumo_energy_ev": [-3.634, -9.299],
  "energy_ha": -324.59965,
  "e_above_lowest_kcal_mol": 16.25,
  "species": ["C", "C", "O", "O", "H", "H", "H", "C", "N", "H", "H", "H", "H", "H", "H"],
  "positions_angstrom": [[-0.32124, 0.96340, 2.36757], [0.62567, 0.66855, 1.28761], [1.49078, -0.17627, 1.23510], [0.35135, 1.52076, 0.26057], [-0.21544, 1.97335, 2.75930], [-0.32607, 0.25881, 3.24373], [-1.36820, 1.05902, 2.03443], [-0.71583, -1.07175, -1.88081], [0.70797, -0.93497, -1.75732], [1.00071, 1.41469, -0.45514], [0.98305, -0.91505, -0.73651], [1.17461, -1.61182, -2.36770], [-1.21038, -0.20027, -1.40534], [-1.19153, -2.04510, -1.63507], [-0.98546, -0.90337, -2.95042]],
  "mulliken_spin": [0.000, -0.001, 0.001, 0.005, 0.000, 0.000, 0.000, 0.029, 0.857, -0.001, 0.002, -0.012, 0.008, 0.085, 0.027]
}

=====

Entry 4:
{
  "formula": "C3H9NO2S",
  "method": "ωB97M-V with the def2-TZVPD basis set",
  "largest_force_ha_per_bohr": 0.094,
  "e_homo_ha": -0.338,
  "smiles": "NC(=O)CCS.O",
  "lumo_energy_ev": 0.631,
  "energy_ha": -723.09675,
  "e_above_lowest_kcal_mol": 44.93,
  "species": ["N", "C", "O", "C", "C", "S", "H", "H", "H", "H", "H", "H", "H", "O", "H", "H"],
  "positions_angstrom": [[-1.69746, 1.21167, 0.68310], [-0.88037, 0.06774, 0.49836], [-1.28491, -0.97378, 0.99483], [0.35942, 0.16059, -0.26580], [1.44157, 0.21635, 0.74978], [3.17193, 0.45633, 0.10273], [-1.56913, 2.15242, 0.35660], [-2.63214, 1.06058, 0.99267], [0.57803, 1.11049, -0.97674], [0.51152, -0.65883, -0.99461], [1.31273, 1.05356, 1.35431], [1.36245, -0.77988, 1.28576], [2.79988, 1.70076, -0.15619], [-1.08110, -1.84281, -1.64274], [-2.00879, -2.33099, -1.47655], [-0.38362, -2.60421, -1.50551]],
  "lowdin_charge": [0.153, -0.545, 0.039, -0.245, -0.565, 0.685, 0.087, 0.085, 0.158, 0.097, 0.043, 0.110, -0.160, -0.163, 0.120, 0.102]
}

=====

Entry 5:
{
  "formula": "C3H9NO2S2",
  "method": "ωB97M-V with the def2-TZVPD basis set",
  "largest_force_ha_per_bohr": 0.056,
  "e_homo_ha": -0.336,
  "lumo_energy_ev": 0.406,
  "energy_ha": -1121.13396,
  "e_above_lowest_kcal_mol": 132.71,
  "species": ["C", "C", "C", "N", "O", "O", "S", "S", "H", "H", "H", "H", "H", "H", "H", "H", "H"],
  "positions_angstrom": [[1.92683, 0.30755, -1.27883], [-0.03787, 2.04892, -0.29303], [-1.08847, -2.22653, 1.73443], [-0.88842, 0.31931, -2.23972], [-2.32909, 0.05625, 1.20998], [-0.11630, -0.56990, 0.23069], [0.10763, 0.47577, -1.20806], [-1.66504, -0.96077, 0.42130], [2.32559, 1.26326, -1.72443], [2.38105, -0.53653, -1.89913], [2.37655, 0.33318, -0.21150], [0.93985, 2.09300, 0.14780], [-0.66740, 1.88640, 0.52509], [-0.34988, 2.85003, -0.94737], [-2.04233, -2.65893, 2.07038], [-0.52353, -2.97237, 1.10022], [-0.34917, -1.70864, 2.36218]],
  "lowdin_charge": [-0.207, -0.147, -0.187, -0.323, -0.482, -0.642, 0.645, 0.811, 0.070, 0.086, 0.088, 0.039, 0.021, 0.074, 0.045, 0.055, 0.053]
}

=====

Entry 6:
{
  "formula": "C3H9NO3",
  "method": "ωB97M-V with the def2-TZVPD basis set",
  "multiplicity": 2,
  "charge": -1,
  "s_squared": 0.750,
  "largest_force_ha_per_bohr": 0.034,
  "e_homo_ha": [0.023, -0.215],
  "lumo_energy_ev": [3.997, 4.001],
  "energy_ha": -400.13493,
  "e_above_lowest_kcal_mol": 6.34,
  "species": ["H", "O", "N", "H", "H", "C", "H", "C", "O", "O", "H", "H", "C", "H", "H", "H"],
  "positions_angstrom": [[-0.87594, 0.49013, 0.42705], [-0.86084, 1.36906, 1.26957], [-0.61106, -0.36200, -0.45878], [-1.53780, 1.32361, 1.94891], [-1.32033, -1.11378, -0.50738], [0.69870, -0.98231, -0.21546], [1.36027, -1.11392, -1.06609], [1.51942, -0.57352, 1.04894], [2.63942, -1.08237, 1.03796], [1.06816, 0.15417, 2.00366], [0.15643, 0.88648, 1.70033], [0.51729, -2.03571, 0.06048], [-0.66987, 0.56711, -1.60436], [-1.66431, 0.67102, -2.05063], [-0.43084, 1.55320, -1.19679], [0.01131, 0.24884, -2.39743]],
  "mulliken_spin": [0.413, -0.146, -1.306, 0.062, -0.712, 0.980, 0.086, 0.121, -0.136, 0.177, 0.154, 0.487, 1.721, -0.732, -0.235, 0.068]
}

=====

Entry 7:
{
  "formula": "C3H9NO3",
  "method": "ωB97M-V with the def2-TZVPD basis set",
  "largest_force_ha_per_bohr": 0.033,
  "e_homo_ha": -0.309,
  "lumo_energy_ev": 0.796,
  "energy_ha": -399.99613,
  "e_above_lowest_kcal_mol": 141.42,
  "species": ["C", "C", "O", "H", "H", "H", "H", "H", "H", "N", "C", "O", "O", "H", "H", "H"],
  "positions_angstrom": [[-0.75560, 0.46082, 0.29671], [-1.58504, -0.78630, 0.51634], [-1.34296, 1.36428, -0.64162], [-2.14001, 1.77040, -0.27732], [-0.64474, 0.96546, 1.27718], [0.77095, 0.88724, 0.36181], [-2.56886, -0.55163, 0.93911], [-1.07209, -1.45490, 1.21102], [-1.72886, -1.32810, -0.41962], [1.81743, 0.57475, -0.11335], [0.71922, -0.29952, -0.93234], [2.49502, -0.29544, 0.76045], [0.92350, -1.49622, -0.92019], [2.24653, -1.18139, 0.40358], [2.50382, 1.06763, -0.68833], [0.36167, 0.30295, -1.77342]],
  "lowdin_charge": [-0.378, -0.090, -0.092, 0.087, 0.124, 0.152, 0.073, 0.082, 0.078, -0.037, -0.344, -0.034, -0.011, 0.094, 0.156, 0.139]
}

=====

Entry 8:
{
  "formula": "C3H9NO3",
  "method": "ωB97M-V with the def2-TZVPD basis set",
  "largest_force_ha_per_bohr": 0.072,
  "e_homo_ha": -0.368,
  "lumo_energy_ev": 0.269,
  "energy_ha": -400.15941,
  "e_above_lowest_kcal_mol": 38.96,
  "species": ["H", "O", "N", "H", "H", "H", "C", "H", "C", "O", "O", "H", "C", "H", "H", "H"],
  "positions_angstrom": [[-1.15574, -0.27363, 1.28038], [-1.09344, -1.16300, 2.13922], [-0.65197, 0.65502, 0.51485], [-1.82224, -1.68215, 2.38636], [-0.56509, 1.43656, 1.26028], [-1.34768, 1.10711, -0.06537], [0.55797, 0.25746, -0.22133], [1.45461, 0.22892, 0.52884], [0.53603, -1.12832, -0.73744], [0.76851, -1.33169, -1.92522], [0.21094, -2.08367, 0.14764], [-0.35237, -1.70122, 1.01542], [0.82304, 1.21616, -1.31155], [0.92822, 2.25077, -0.99566], [1.76078, 0.95354, -1.95571], [-0.05156, 1.25814, -2.06071]],
  "lowdin_charge": [0.064, -0.193, 0.078, 0.000, 0.182, 0.125, -0.357, 0.202, -0.525, 0.079, 0.049, 0.067, -0.087, 0.070, 0.129, 0.117]
}

=====

Entry 9:
{
  "formula": "C3H9NO3",
  "method": "ωB97M-V with the def2-TZVPD basis set",
  "largest_force_ha_per_bohr": 0.025,
  "e_homo_ha": -0.372,
  "smiles": "[H]/N=C/OCC.OO",
  "lumo_energy_ev": 0.827,
  "energy_ha": -400.04715,
  "e_above_lowest_kcal_mol": 109.40,
  "species": ["H", "N", "C", "O", "C", "C", "H", "H", "H", "H", "H", "H", "O", "O", "H", "H"],
  "positions_angstrom": [[-2.95913, 0.32629, -0.18000], [-2.18743, 0.05564, 0.41918], [-1.06242, -0.00180, -0.15963], [0.02904, -0.34256, 0.53916], [0.80680, -1.36878, -0.07413], [2.00736, -0.84212, -0.84592], [-0.90531, 0.10039, -1.24225], [1.14416, -2.00094, 0.75443], [0.17224, -1.97783, -0.72837], [2.58980, -1.68050, -1.22119], [2.63280, -0.23676, -0.19684], [1.68814, -0.22261, -1.68774], [-1.59900, 2.33388, 1.52498], [-0.58992, 2.27551, 0.54164], [-1.98899, 1.41031, 1.51377], [0.22187, 2.17191, 1.04292]],
  "lowdin_charge": [0.078, 0.105, -0.337, -0.082, -0.244, -0.068, 0.150, 0.125, 0.119, 0.077, 0.076, 0.076, -0.100, -0.112, 0.047, 0.090]
}